{
  "formula": "C23H65N13O11",
  "method": "ωB97M-V/def2-TZVPD",
  "de_lowest_kj_mol": 72.63,
  "total_energy_ha": -2454.8684,
  "molar_mass_g_mol": 699.85,
  "smiles": "COCCNCCOC.COCCNCCOC.COCCNCCOC.NC(N)=O.NC(N)=O.NC(N)=O.NC(N)=O.NC(N)=O",
  "symbols": ["C", "O", "C", "C", "N", "C", "C", "O", "C", "H", "H", "H", "H", "H", "H", "H", "H", "H", "H", "H", "H", "H", "H", "H", "C", "O", "C", "C", "N", "C", "C", "O", "C", "H", "H", "H", "H", "H", "H", "H", "H", "H", "H", "H", "H", "H", "H", "H", "C", "O", "C", "C", "N", "C", "C", "O", "C", "H", "H", "H", "H", "H", "H", "H", "H", "H", "H", "H", "H", "H", "H", "H", "N", "C", "N", "O", "H", "H", "H", "H", "N", "C", "N", "O", "H", "H", "H", "H", "N", "C", "N", "O", "H", "H", "H", "H", "N", "C", "N", "O", "H", "H", "H", "H", "N", "C", "N", "O", "H", "H", "H", "H"],
  "coordinates": [[-0.84, -11.66, 24.43], [-0.62, -13.05, 24.28], [0.31, -13.32, 23.24], [1.04, -14.65, 23.41], [1.72, -14.89, 24.68], [2.01, -16.29, 24.96], [3.25, -16.81, 24.27], [3.59, -18.11, 24.72], [4.88, -18.47, 24.37], [-0.07, -10.99, 24.81], [-1.64, -11.52, 25.16], [-1.19, -11.32, 23.45], [0.94, -12.43, 23.09], [-0.22, -13.35, 22.28], [1.61, -14.83, 22.50], [0.21, -15.36, 23.27], [1.01, -14.61, 25.34], [1.22, -16.94, 24.57], [2.04, -16.56, 26.01], [4.11, -16.14, 24.41], [3.11, -16.86, 23.18], [5.17, -19.45, 24.76], [5.66, -17.77, 24.68], [5.06, -18.56, 23.29], [4.41, -8.40, 14.01], [3.85, -7.44, 14.89], [3.01, -8.01, 15.88], [3.80, -8.66, 17.02], [2.85, -9.29, 17.93], [3.55, -10.08, 18.92], [2.58, -10.89, 19.76], [2.15, -12.06, 19.09], [1.44, -12.92, 19.95], [5.18, -8.04, 13.33], [3.65, -8.85, 13.36], [4.96, -9.17, 14.56], [2.33, -8.77, 15.49], [2.38, -7.17, 16.17], [4.46, -7.96, 17.54], [4.41, -9.44, 16.58], [2.32, -8.57, 18.43], [4.14, -9.50, 19.65], [4.23, -10.78, 18.43], [1.68, -10.28, 19.92], [2.96, -11.16, 20.75], [1.18, -13.85, 19.44], [0.52, -12.47, 20.32], [2.02, -13.26, 20.82], [-3.22, -19.61, 18.98], [-2.00, -20.32, 18.98], [-0.89, -19.45, 18.90], [0.43, -20.21, 18.81], [1.54, -19.30, 18.48], [2.83, -19.84, 18.74], [3.82, -18.68, 18.75], [3.80, -18.01, 20.00], [4.90, -17.22, 20.35], [-4.09, -20.22, 18.77], [-3.19, -18.81, 18.22], [-3.34, -19.04, 19.91], [-0.91, -18.64, 19.64], [-0.91, -18.82, 17.99], [0.35, -20.94, 18.01], [0.60, -20.63, 19.80], [1.41, -18.36, 18.82], [3.21, -20.63, 18.08], [2.91, -20.33, 19.72], [3.53, -17.95, 17.98], [4.80, -19.10, 18.50], [5.05, -16.39, 19.65], [5.84, -17.78, 20.27], [4.85, -16.83, 21.36], [0.07, -21.83, 25.17], [0.91, -20.92, 24.62], [1.60, -20.19, 25.50], [1.04, -20.85, 23.40], [-0.46, -22.37, 24.51], [-0.16, -21.70, 26.14], [1.53, -20.25, 26.50], [2.14, -19.37, 25.22], [-1.93, -18.94, 24.25], [-2.45, -19.99, 23.59], [-1.97, -20.13, 22.34], [-3.26, -20.79, 24.08], [-2.06, -18.95, 25.25], [-1.31, -18.26, 23.83], [-1.32, -19.44, 22.00], [-2.33, -20.82, 21.71], [-3.36, -14.77, 19.47], [-2.31, -15.31, 20.15], [-2.63, -16.45, 20.78], [-1.18, -14.83, 20.26], [-3.28, -13.96, 18.89], [-4.22, -15.28, 19.46], [-3.61, -16.69, 20.81], [-2.06, -16.87, 21.50], [1.75, -18.69, 21.72], [0.81, -17.72, 21.63], [1.15, -16.77, 20.76], [-0.20, -17.67, 22.36], [1.50, -19.50, 22.27], [2.44, -18.77, 20.96], [0.54, -15.96, 20.78], [2.05, -16.66, 20.32], [4.03, -20.93, 22.54], [4.62, -21.49, 21.48], [5.96, -21.17, 21.40], [4.00, -22.22, 20.71], [4.54, -20.34, 23.17], [3.03, -21.09, 22.55], [6.54, -21.63, 20.71], [6.44, -20.65, 22.11]],
  "lowdin_charge": [-0.119, -0.179, -0.227, -0.205, -0.027, -0.201, -0.212, -0.194, -0.147, 0.087, 0.085, 0.088, 0.113, 0.099, 0.096, 0.108, 0.105, 0.106, 0.127, 0.126, 0.102, 0.097, 0.099, 0.071, -0.118, -0.185, -0.221, -0.218, -0.063, -0.219, -0.233, -0.170, -0.135, 0.084, 0.088, 0.075, 0.122, 0.123, 0.125, 0.107, 0.115, 0.118, 0.123, 0.122, 0.118, 0.078, 0.082, 0.076, -0.123, -0.175, -0.237, -0.168, -0.061, -0.222, -0.188, -0.260, -0.095, 0.089, 0.083, 0.059, 0.098, 0.123, 0.127, 0.115, 0.082, 0.130, 0.088, 0.130, 0.125, 0.093, 0.087, 0.077, 0.177, -0.658, 0.189, -0.020, 0.115, 0.100, 0.105, 0.074, 0.163, -0.719, 0.181, -0.016, 0.102, 0.057, 0.058, 0.105, 0.162, -0.653, 0.174, 0.007, 0.108, 0.093, 0.096, 0.081, 0.208, -0.658, 0.198, -0.052, 0.053, 0.063, 0.065, 0.098, 0.188, -0.690, 0.151, 0.020, 0.043, 0.086, 0.098, 0.082]
}

***

{
  "formula": "C48H55Br2CsGeN6O7STe",
  "method": "ωB97M-V/def2-TZVPD",
  "total_energy_ha": -10628.7110,
  "molar_mass_g_mol": 1352.99,
  "charge": -1,
  "multiplicity": 2,
  "symbols": ["Cs", "C", "C", "C", "C", "O", "Ge", "O", "C", "C", "C", "C", "O", "C", "C", "C", "C", "H", "H", "H", "H", "H", "H", "H", "H", "H", "H", "H", "H", "H", "H", "H", "H", "H", "H", "H", "H", "H", "H", "H", "H", "H", "H", "H", "O", "H", "H", "Br", "C", "C", "C", "C", "N", "C", "H", "H", "H", "H", "O", "N", "Br", "C", "C", "C", "C", "N", "C", "H", "H", "H", "H", "O", "C", "N", "C", "C", "O", "N", "C", "C", "C", "C", "C", "C", "C", "C", "C", "C", "C", "C", "H", "H", "H", "H", "H", "H", "H", "H", "H", "H", "H", "N", "C", "C", "C", "C", "C", "C", "C", "H", "H", "H", "H", "Te", "C", "C", "C", "C", "S", "H", "H", "H"],
  "coordinates": [[-0.60, 0.25, -0.24], [-4.14, 1.69, -1.84], [-4.06, 0.63, -0.73], [-5.36, -0.20, -0.75], [-3.93, 1.33, 0.63], [-2.92, -0.17, -0.93], [-2.74, -1.92, -1.79], [-1.58, -2.71, -0.44], [-2.17, -3.63, 0.46], [-1.05, -4.52, 1.00], [-2.84, -2.88, 1.62], [-3.22, -4.54, -0.20], [-1.23, -1.39, -2.86], [-1.39, -0.90, -4.18], [-2.79, -1.12, -4.77], [-1.10, 0.61, -4.17], [-0.37, -1.59, -5.08], [-5.04, 2.31, -1.72], [-4.18, 1.20, -2.81], [-3.26, 2.34, -1.80], [-6.22, 0.44, -0.53], [-5.30, -0.99, 0.00], [-5.51, -0.66, -1.73], [-4.76, 2.03, 0.78], [-2.99, 1.88, 0.69], [-3.94, 0.58, 1.43], [-0.31, -3.92, 1.53], [-0.56, -5.05, 0.18], [-1.46, -5.26, 1.70], [-3.58, -2.19, 1.21], [-3.34, -3.58, 2.30], [-2.10, -2.32, 2.18], [-2.82, -4.98, -1.12], [-4.12, -3.98, -0.47], [-3.50, -5.34, 0.48], [-3.54, -0.57, -4.20], [-3.05, -2.18, -4.73], [-2.82, -0.79, -5.81], [-1.77, 1.10, -3.46], [-1.26, 1.05, -5.16], [-0.07, 0.79, -3.86], [-0.61, -2.66, -5.16], [0.63, -1.49, -4.66], [-0.39, -1.16, -6.09], [3.22, 0.46, 2.02], [2.66, 1.20, 1.70], [3.97, 0.47, 1.42], [-0.77, -5.38, -3.68], [0.82, -4.35, -3.57], [1.77, -4.44, -4.57], [2.90, -3.63, -4.46], [3.01, -2.80, -3.35], [2.10, -2.75, -2.38], [1.00, -3.51, -2.49], [1.64, -5.10, -5.41], [3.67, -3.64, -5.22], [3.87, -2.14, -3.23], [0.25, -3.41, -1.71], [1.10, 2.71, -2.28], [2.13, 2.40, -2.64], [7.09, -1.64, -3.53], [6.11, -0.35, -2.54], [6.04, 0.96, -2.97], [5.30, 1.85, -2.21], [4.68, 1.40, -1.05], [4.76, 0.13, -0.65], [5.46, -0.74, -1.39], [6.54, 1.28, -3.88], [5.20, 2.89, -2.50], [4.12, 2.08, -0.42], [5.51, -1.76, -1.04], [3.37, 3.78, 0.65], [2.21, 3.67, 0.99], [1.42, 4.71, 1.44], [0.09, 4.28, 1.79], [0.23, 2.78, 1.41], [-0.73, 1.99, 1.46], [1.45, 2.50, 0.98], [-1.01, 4.89, 0.92], [-0.70, 5.53, -0.27], [-1.71, 6.09, -1.05], [-3.03, 5.99, -0.66], [-3.35, 5.31, 0.51], [-2.34, 4.76, 1.29], [-0.19, 4.49, 3.28], [-0.55, 3.46, 4.13], [-0.78, 3.71, 5.48], [-0.65, 4.99, 5.99], [-0.30, 6.03, 5.13], [-0.09, 5.78, 3.79], [1.79, 5.63, 1.63], [0.33, 5.60, -0.59], [-1.45, 6.61, -1.97], [-3.82, 6.42, -1.27], [-4.38, 5.21, 0.82], [-2.59, 4.23, 2.20], [-0.66, 2.45, 3.74], [-1.06, 2.89, 6.14], [-0.82, 5.19, 7.04], [-0.21, 7.04, 5.52], [0.16, 6.60, 3.13], [-1.75, -2.21, 6.98], [-1.09, -2.13, 6.04], [-0.28, -2.03, 4.85], [-0.45, -0.99, 3.95], [0.31, -0.94, 2.79], [1.23, -1.94, 2.50], [1.42, -2.97, 3.42], [0.68, -3.02, 4.59], [-1.18, -0.21, 4.16], [0.18, -0.11, 2.11], [2.15, -3.75, 3.22], [0.81, -3.83, 5.29], [2.03, -2.02, 0.54], [3.68, -3.16, 1.13], [3.77, -4.52, 1.22], [5.02, -4.97, 1.73], [5.86, -3.93, 2.03], [5.13, -2.42, 1.70], [2.97, -5.18, 0.93], [5.28, -6.01, 1.87], [6.86, -3.98, 2.44]],
  "mulliken_spin": [-0.012, 0.000, -0.001, 0.000, 0.000, 0.004, 0.000, 0.001, 0.000, 0.000, 0.000, 0.000, 0.008, -0.007, 0.001, 0.001, -0.001, 0.000, 0.000, -0.001, 0.000, 0.000, 0.000, 0.000, 0.000, 0.000, 0.000, 0.000, 0.000, 0.000, 0.000, 0.000, 0.000, 0.000, 0.000, 0.000, 0.000, 0.000, -0.001, -0.001, 0.006, 0.000, 0.002, 0.000, 0.000, -0.001, 0.001, 0.000, -0.005, 0.002, 0.001, 0.005, -0.008, 0.006, 0.000, 0.000, 0.001, 0.000, 0.273, 0.713, 0.000, 0.000, -0.005, 0.006, -0.007, 0.008, 0.002, 0.000, -0.003, 0.003, 0.000, 0.002, -0.003, 0.001, -0.001, -0.010, 0.001, 0.015, -0.008, 0.003, -0.005, 0.000, 0.000, 0.001, 0.000, 0.000, 0.000, 0.000, 0.000, 0.000, 0.000, 0.008, -0.001, 0.000, 0.000, 0.000, 0.000, 0.000, 0.000, 0.000, 0.000, 0.000, 0.001, -0.003, 0.007, -0.007, 0.004, -0.004, 0.001, 0.001, -0.001, 0.000, 0.000, 0.006, 0.001, -0.001, 0.001, -0.001, 0.000, 0.000, 0.000, 0.000]
}

***

{
  "formula": "C4H6N2O",
  "method": "ωB97M-V/def2-TZVPD",
  "de_lowest_kj_mol": 177.12,
  "total_energy_ha": -340.7274,
  "molar_mass_g_mol": 98.10,
  "smiles": "[H]/N=C(\\C#N)OCC",
  "symbols": ["H", "N", "C", "C", "N", "O", "C", "C", "H", "H", "H", "H", "H"],
  "coordinates": [[3.02, -1.24, -0.51], [2.08, -1.13, -0.89], [1.51, -0.11, -0.40], [2.12, 0.76, 0.61], [2.60, 1.43, 1.42], [0.28, 0.29, -0.77], [-0.80, -0.38, -0.11], [-2.06, 0.41, -0.37], [-0.87, -1.40, -0.49], [-0.58, -0.43, 0.97], [-2.30, 0.42, -1.43], [-2.90, -0.03, 0.18], [-1.93, 1.45, -0.03]],
  "nbo_charge": [0.357, -0.562, 0.470, 0.176, -0.261, -0.515, -0.063, -0.625, 0.189, 0.175, 0.219, 0.219, 0.220]
}

***

{
  "formula": "C25H32BClN2O17PS",
  "method": "ωB97M-V/def2-TZVPD",
  "total_energy_ha": -3585.1282,
  "molar_mass_g_mol": 741.83,
  "charge": -1,
  "symbols": ["C", "N", "C", "B", "O", "P", "Cl", "O", "C", "C", "C", "N", "C", "S", "C", "O", "O", "O", "H", "H", "H", "H", "H", "H", "H", "H", "H", "H", "H", "H", "H", "H", "H", "H", "H", "H", "H", "H", "C", "C", "C", "O", "C", "C", "C", "O", "O", "O", "H", "H", "H", "H", "C", "C", "C", "O", "C", "C", "C", "O", "O", "O", "H", "H", "H", "H", "C", "C", "C", "O", "C", "C", "C", "O", "O", "O", "H", "H", "H", "H"],
  "coordinates": [[0.90, -5.59, 2.61], [0.06, -4.75, 1.75], [0.20, -3.33, 2.11], [-1.28, -5.22, 1.58], [-1.68, -6.38, 2.25], [-2.67, -4.54, 0.35], [-1.08, -4.28, -1.29], [-3.94, -4.64, 1.56], [-4.15, -3.47, 2.31], [-5.61, -3.45, 2.77], [-5.88, -2.70, 4.08], [-6.49, -3.60, 5.09], [-3.70, -2.38, 1.35], [-3.55, -0.65, 1.87], [-1.89, -0.46, 2.47], [-3.62, 0.10, 0.64], [-4.47, -0.33, 2.94], [-2.48, -2.77, 0.84], [1.94, -5.27, 2.51], [0.82, -6.63, 2.30], [0.64, -5.52, 3.68], [1.15, -3.18, 2.62], [0.18, -2.71, 1.22], [-0.60, -2.98, 2.78], [-1.76, -6.27, 3.20], [-2.90, -5.90, -0.06], [-3.56, -4.05, -0.63], [-3.51, -3.47, 3.22], [-5.87, -4.50, 2.95], [-6.24, -3.08, 1.96], [-4.95, -2.25, 4.44], [-6.56, -1.86, 3.92], [-6.95, -3.04, 5.80], [-5.76, -4.11, 5.57], [-4.46, -2.26, 0.55], [-1.78, -0.96, 3.43], [-1.73, 0.61, 2.54], [-1.23, -0.91, 1.74], [-2.30, -0.10, -2.21], [-2.69, -1.18, -2.90], [-2.03, -1.60, -4.21], [-2.48, -2.59, -4.76], [-0.94, -0.80, -4.73], [-0.54, 0.27, -4.03], [-1.21, 0.67, -2.72], [-0.72, 1.66, -2.19], [0.45, 1.08, -4.37], [-3.67, -1.97, -2.53], [-2.75, 0.20, -1.27], [-0.47, -1.10, -5.66], [0.49, 1.73, -3.63], [-3.70, -2.70, -3.19], [3.29, 4.04, 1.56], [2.33, 3.50, 2.34], [1.14, 2.75, 1.76], [0.35, 2.31, 2.59], [1.02, 2.60, 0.33], [1.99, 3.13, -0.43], [3.18, 3.88, 0.14], [3.99, 4.31, -0.67], [1.98, 3.05, -1.75], [2.31, 3.58, 3.65], [4.14, 4.57, 1.96], [0.17, 2.08, -0.09], [2.78, 3.51, -2.09], [1.49, 3.09, 3.92], [5.97, 5.59, -2.89], [6.90, 6.45, -2.46], [7.91, 7.12, -3.39], [8.70, 7.89, -2.87], [7.87, 6.81, -4.80], [6.93, 5.95, -5.24], [5.92, 5.30, -4.30], [5.11, 4.56, -4.84], [6.78, 5.58, -6.49], [7.06, 6.81, -1.20], [5.25, 5.12, -2.24], [8.59, 7.27, -5.46], [6.02, 4.96, -6.49], [7.81, 7.44, -1.20]],
  "lowdin_charge": [-0.108, -0.121, -0.093, -0.664, 0.072, 0.483, 0.046, -0.302, -0.381, -0.125, -0.285, -0.023, -0.452, 0.683, -0.135, -0.337, -0.329, -0.359, 0.080, 0.083, 0.085, 0.080, 0.074, 0.066, 0.092, -0.010, -0.005, 0.150, 0.111, 0.119, 0.087, 0.103, 0.049, 0.057, 0.137, 0.070, 0.057, 0.051, 0.081, -0.226, -0.312, 0.095, 0.066, -0.231, -0.292, 0.061, 0.099, 0.112, 0.101, 0.129, 0.100, 0.120, 0.068, -0.229, -0.294, 0.101, 0.087, -0.214, -0.298, 0.076, 0.119, 0.114, 0.133, 0.121, 0.120, 0.119, 0.078, -0.223, -0.312, 0.092, 0.065, -0.232, -0.303, 0.101, 0.115, 0.118, 0.101, 0.133, 0.120, 0.116]
}